# 1
83
Properties=species:S:1:pos:R:3:forces:R:3 method="wB97M-V/def2-TZVPD" gap_ev=7.18 energy_ev=-80222.2974 homo_energy_ev=-8.66 max_force_ha_per_bohr=0.0268
H -2.1315 1.2977 -3.2349 -0.1 0.0 0.0
P -4.1111 5.0344 0.4931 0.2 0.8 0.5
C -0.1995 3.8706 -0.1900 -0.1 -0.2 -0.1
C -1.7614 0.9800 -2.2562 0.3 -0.1 -0.4
H 1.9501 -1.3667 -5.3716 -0.2 -0.1 0.0
H 0.2844 6.0518 2.7816 -0.9 0.6 0.8
O -4.3280 0.6545 -6.9176 0.0 0.0 0.0
C -0.5962 2.1340 5.2941 -0.1 0.1 0.0
H -1.4663 -3.2954 3.7095 0.0 0.0 0.0
C -0.4751 5.3619 2.4323 -0.3 0.1 -0.4
N 0.2367 -3.9385 4.7521 -0.1 0.0 -0.1
H -4.6273 3.4475 2.2454 0.2 -0.1 -0.1
O 0.9024 4.3312 -0.0136 0.2 0.1 0.2
H 4.4855 -4.8456 -2.6348 0.0 0.0 0.0
H -5.3485 2.9062 0.6793 0.2 -0.1 0.0
N -4.2217 1.8621 -6.9446 0.0 0.0 0.0
C -0.5128 0.1488 -2.5130 -0.5 0.2 -0.2
H 2.4209 -1.2817 2.6530 -0.1 -0.1 0.1
Si 1.8592 0.4586 -3.6875 0.7 0.1 -0.7
H 1.4616 -7.9510 5.2897 0.1 -0.1 0.0
O 0.7276 -2.8513 4.5492 0.1 -0.1 0.2
C 1.4526 -0.8102 2.5148 0.1 0.2 -0.3
H -1.0603 -5.0311 3.5360 0.0 0.0 0.1
H 5.1327 -5.4928 -4.1748 0.1 0.0 0.0
O 0.2289 0.7876 -3.5511 0.3 -0.3 0.5
H 0.7811 -1.0573 3.3263 0.1 -0.2 -0.2
N -0.5876 0.7387 4.7775 0.0 0.0 0.0
C 5.3356 -4.8751 -3.3056 -0.1 0.0 0.1
C 2.2394 -1.2542 -4.3264 0.1 0.1 0.2
H 1.6837 -6.6904 6.5368 0.0 0.0 0.0
N 5.5957 -3.4931 -3.7943 0.0 0.0 0.0
H 3.0509 -7.7502 6.0821 0.0 -0.1 -0.1
C -2.6441 4.1459 -0.1507 0.2 -0.1 -0.1
H -2.5530 0.3563 -1.8368 0.0 0.1 0.2
C -0.3599 2.6283 -0.9654 -0.2 -0.4 -0.1
H -0.8391 -0.8457 -2.8307 0.2 0.0 -0.1
H 1.5546 0.2636 2.4026 0.0 0.0 -0.1
H -0.5758 4.4092 2.9477 1.0 -0.4 -0.7
H -2.6892 2.1095 -5.5465 0.0 -0.1 0.0
N 1.5815 -8.6661 7.2483 0.0 0.0 0.0
O 0.4241 0.0925 4.9561 -0.1 0.3 0.4
H -4.3479 2.2705 -4.8970 0.1 -0.1 0.0
C 2.5169 1.6869 -4.9511 -0.4 0.1 0.4
O 1.0304 -8.2492 8.2447 0.0 0.0 0.0
C 2.8235 0.7211 -2.1008 -0.5 0.5 0.1
O 0.5953 -0.5983 0.3608 0.0 0.0 0.2
C -1.4464 4.5362 0.3354 -1.2 -0.3 0.6
C -1.1298 -4.1904 4.2190 -0.1 0.1 -0.1
O -3.7874 2.8266 -1.7176 0.0 -0.1 0.0
H 0.5536 2.0692 -1.1179 0.1 0.1 -0.1
C -2.7323 3.0507 -1.1566 -0.4 0.1 -0.2
C -1.2404 5.5972 1.3461 0.3 -0.3 0.4
H -1.7674 -4.4303 5.0645 0.0 -0.1 0.0
H 3.3393 2.2515 -4.5098 0.1 -0.1 -0.1
O 1.8410 -9.8300 7.0256 0.0 0.0 0.0
H -1.7157 6.5611 1.1825 0.9 0.3 -0.6
H 0.0590 0.0302 -1.5908 0.1 0.0 -0.2
H -3.6447 3.5837 -5.8886 0.0 0.0 -0.1
C -3.6822 2.5144 -5.7201 0.0 0.2 0.1
O 0.7702 -4.8466 5.3567 0.0 0.0 0.0
H 1.7431 2.4156 -5.2007 0.0 0.0 -0.1
H -1.5557 2.5794 5.0599 0.0 0.0 0.0
H 1.8501 -2.0674 -3.7122 -0.1 0.0 -0.1
O -4.5181 2.5726 -7.8815 0.0 0.0 0.0
C 1.9747 -7.6777 6.2061 0.0 0.2 0.1
H -6.0409 4.2404 1.5781 0.0 0.0 0.0
H -0.4344 2.0824 6.3663 0.1 0.0 0.0
C -5.0980 3.7567 1.3142 -0.5 -0.1 -0.3
H 2.8457 1.1922 -5.8630 0.1 0.1 0.0
N 0.8667 -1.3639 1.2671 0.1 0.0 0.0
O 0.6894 -2.5630 1.2265 0.0 0.0 0.0
O -1.5794 0.3296 4.2108 0.0 0.0 0.0
O 4.8671 -2.6077 -3.3964 0.2 -0.1 0.1
H 3.3304 -1.3466 -4.2856 -0.2 0.1 -0.1
H 6.2323 -5.2118 -2.7948 0.0 0.0 -0.1
H 2.8229 1.7938 -1.8774 0.0 0.0 0.0
H -4.7172 6.1821 -1.1886 -0.3 0.0 -0.1
O 6.5209 -3.3493 -4.5626 0.0 0.0 0.0
C -1.5360 2.2123 -1.4422 0.2 0.1 0.4
H 0.2174 2.6637 4.8075 0.1 0.0 0.1
H 2.3909 0.2212 -1.2337 0.2 -0.2 0.0
O -5.0755 5.3734 -0.8038 0.3 -0.3 0.0
H 3.8680 0.4436 -2.2402 0.0 -0.2 0.0

# 2
23
Properties=species:S:1:pos:R:3:forces:R:3 method="wB97M-V/def2-TZVPD" gap_ev=11.80 energy_ev=-14358.8449 homo_energy_ev=-10.64 e_above_lowest_kj_mol=55.9 max_force_ha_per_bohr=0.0018
C -0.2155 0.4480 0.8592 -0.1 0.0 0.0
C 3.4503 -0.2940 -0.3159 0.0 0.0 0.0
H 3.8656 -0.0788 0.6719 0.0 -0.1 0.0
H -0.6358 0.1433 -1.2353 0.0 0.0 0.0
H -1.9231 -2.0418 -0.2303 0.0 0.0 0.0
H -3.0131 1.2005 -1.0410 0.0 0.0 0.0
H 3.7537 0.5155 -0.9821 0.0 0.0 0.1
H 3.9191 -1.2090 -0.6801 0.0 0.0 0.0
H 1.7373 0.3339 1.7338 0.0 0.0 0.0
H -3.9116 -1.4198 0.9648 0.0 0.0 0.0
C 1.3026 0.5381 0.7499 0.1 0.1 0.0
H 1.5117 -0.2525 -1.2458 0.0 0.0 0.0
C -2.4911 0.6637 -0.2452 0.0 0.0 0.0
H 1.6504 -1.4499 0.0185 0.0 0.0 0.0
H 1.5916 1.5661 0.4983 0.0 0.0 0.0
H -0.4906 -0.5618 1.1870 0.0 0.0 0.0
H -2.7922 1.1394 0.6926 0.0 0.0 0.0
C -0.9718 0.7920 -0.4200 0.1 0.0 0.0
H -3.9065 -1.4247 -1.4267 0.0 0.0 0.0
Si -3.0878 -1.1243 -0.2299 0.0 0.0 0.0
C 1.9299 -0.4266 -0.2516 -0.1 0.0 0.0
H -0.7181 1.8144 -0.7202 0.0 0.0 0.0
H -0.5549 1.1282 1.6481 0.0 0.0 0.0

# 3
67
Properties=species:S:1:pos:R:3:forces:R:3 method="wB97M-V/def2-TZVPD" gap_ev=6.72 energy_ev=-53296.1836 homo_energy_ev=-6.98 e_above_lowest_kj_mol=19.8 max_force_ha_per_bohr=0.0080
H -0.1038 -0.4379 3.0828 0.0 0.0 0.0
H 1.6303 0.1984 4.7711 0.0 0.0 0.0
N 0.9187 1.2454 -1.0858 0.0 0.0 -0.1
H -0.5214 1.2061 -5.1073 0.0 0.0 0.0
C -1.6465 2.2066 3.1599 0.0 0.0 0.0
C -3.3711 1.2743 4.5122 0.0 0.0 0.0
C -2.3772 1.9588 1.9912 0.0 0.0 0.0
C 1.5495 1.7305 -5.0826 0.0 0.0 0.0
C -4.1354 1.0127 3.3952 0.0 0.0 -0.1
C -2.2574 -3.1270 -0.9462 0.0 0.0 0.0
H 2.0400 3.4497 -3.8690 0.0 0.0 -0.1
C 1.7070 0.5361 3.7469 0.0 0.0 0.0
Pb -1.0829 0.1588 -0.1314 -0.2 -0.4 0.1
C 1.9142 3.2021 -4.9235 -0.1 0.0 0.1
H 1.2830 -2.0593 -2.7056 0.0 0.0 0.0
H 2.7876 -2.9890 -2.7191 0.0 0.0 0.0
H 2.7960 2.8379 -1.8382 0.0 0.0 0.0
C 0.7482 0.1792 2.8129 0.0 0.0 -0.1
H -3.9933 -2.4064 1.8420 0.0 0.0 0.0
H 2.4490 -2.5705 0.9005 0.0 0.0 0.0
H -4.2290 1.1487 1.2622 0.0 0.0 0.0
C 2.4038 -2.3226 -0.1611 0.0 0.0 0.0
C 0.1190 -3.3280 -0.5079 0.0 0.0 0.0
H -3.0573 -3.0001 -1.6692 0.0 0.0 0.0
C 2.8136 1.7398 1.9988 0.1 0.1 0.0
H 1.1271 3.8380 -5.3336 0.0 0.0 0.0
H -4.4557 -3.9257 1.0760 0.0 0.0 0.0
H 1.9770 -4.3301 -0.7834 0.0 0.0 0.0
C 1.8107 1.3390 1.1216 0.0 0.0 -0.1
H 3.6307 2.3539 1.6493 0.0 0.0 0.0
C -2.5576 -3.1388 0.4087 -0.1 0.0 0.0
H 1.2623 -3.7901 -3.0863 0.0 0.0 0.0
H 3.5270 1.6397 4.0168 0.0 0.0 0.0
H 3.1364 3.4014 -0.1906 0.0 0.0 0.0
C 0.0350 1.1991 -3.1867 0.0 0.3 0.2
H 3.4291 -2.2884 -0.5376 0.0 0.0 0.0
H 1.9707 -1.3210 -0.2555 0.0 -0.1 0.0
H -4.5754 -2.4168 0.1729 0.0 0.0 0.0
S -1.5821 0.7412 -2.7464 0.2 0.0 -0.2
C -3.6325 1.3535 2.1462 0.0 0.0 0.0
C 2.7542 1.3348 3.3227 0.1 0.0 0.0
H -1.5664 2.0729 5.3185 0.0 0.0 0.0
N 0.8030 0.5740 1.5473 0.0 0.0 0.0
C -0.9455 -3.2293 -1.3975 0.0 0.1 0.0
C -1.8100 2.2237 0.6480 0.1 0.1 0.1
H -2.5383 2.5836 -0.0789 0.0 0.0 0.1
H -0.7632 -3.1800 -2.4628 0.0 0.0 0.0
H -0.6740 2.6821 3.0786 -0.1 0.0 0.0
H 2.3181 1.1014 -4.6324 0.0 0.0 0.0
C 1.8509 1.6957 -0.3193 0.1 0.0 0.2
H 3.9278 1.9492 -0.8149 0.0 0.0 0.0
C 1.5723 -3.3295 -0.9682 -0.1 0.1 0.0
C -2.1330 1.8697 4.4180 0.1 0.1 -0.1
C -1.5002 -3.3045 1.3015 0.0 0.1 0.0
N 1.0711 1.4769 -2.4142 -0.1 -0.2 0.1
H 0.6036 -3.4954 1.5831 0.0 0.0 0.0
H 2.8458 3.4201 -5.4499 0.0 0.0 0.0
C 1.7283 -3.0289 -2.4581 0.0 0.0 0.0
H -1.7035 -3.3302 2.3682 0.0 0.0 0.0
C -3.9726 -2.9603 0.9017 0.1 -0.1 0.0
H -5.1071 0.5493 3.5077 0.0 0.0 0.0
H 1.4906 1.4771 -6.1414 0.0 0.0 0.0
F -3.8521 0.9407 5.7345 0.0 0.0 0.0
C -0.1918 -3.3914 0.8529 0.0 0.0 0.0
N 0.2652 1.3732 -4.5057 -0.1 -0.1 -0.1
C 2.9954 2.5219 -0.8213 0.0 0.0 0.0
H -0.9558 2.9037 0.6818 -0.1 0.0 0.0